No. 1
# C20H31N6

A gas-phase ion, C20H31N6 (charge +1) in a non-equilibrium geometry (wB97M-V/def2-TZVPD, OMol25).

- structure (SMILES) = C=CCN1CC[NH+]([C@@H](c2ccccc2)c2nnnn2CCC(C)C)CC1
- frontier orbital gap (Ha) = 0.3446
- 2S+1 = 1
- E_HOMO (Ha) = -0.437
- E_LUMO (eV) = -2.505
- net charge = +1

CARTESIAN COORDINATES (ANGSTROEM)
C  -4.40  -1.30  -0.65
C  -4.51  -0.39  0.30
C  -4.88  1.05  0.06
N  -3.78  2.00  0.04
C  -2.99  2.13  1.23
C  -1.84  1.11  1.33
N  -1.00  1.18  0.12
H  -0.60  2.13  0.01
C  -1.82  0.98  -1.10
C  -2.94  2.03  -1.13
H  -3.56  1.86  -2.02
H  -2.50  3.03  -1.21
H  -1.19  1.09  -1.98
H  -2.25  -0.03  -1.06
C  0.21  0.27  0.19
C  1.23  0.88  -0.70
N  1.07  2.08  -1.22
N  2.16  2.34  -1.91
N  2.97  1.38  -1.85
N  2.44  0.42  -1.09
C  3.13  -0.81  -0.83
H  4.03  -0.78  -1.46
C  3.51  -1.01  0.64
H  2.61  -1.08  1.24
C  4.46  0.03  1.25
C  5.66  0.32  0.35
H  6.39  0.91  0.90
H  6.14  -0.61  0.05
H  5.37  0.88  -0.53
C  3.75  1.34  1.62
H  4.42  1.96  2.21
H  3.49  1.92  0.74
H  2.86  1.15  2.21
H  4.82  -0.41  2.18
H  4.00  -1.99  0.68
H  2.50  -1.65  -1.16
C  -0.14  -1.17  -0.12
C  -0.47  -2.03  0.91
C  -0.82  -3.35  0.64
C  -0.83  -3.81  -0.66
C  -0.48  -2.95  -1.70
C  -0.14  -1.64  -1.43
H  0.12  -0.98  -2.25
H  -0.48  -3.31  -2.72
H  -1.09  -4.83  -0.87
H  -1.07  -4.01  1.45
H  -0.45  -1.69  1.94
H  0.57  0.33  1.23
H  -1.23  1.32  2.21
H  -2.24  0.09  1.39
H  -3.63  2.03  2.11
H  -2.56  3.14  1.25
H  -5.56  1.38  0.85
H  -5.39  1.14  -0.90
H  -4.34  -0.67  1.34
H  -4.14  -2.33  -0.44
H  -4.60  -1.06  -1.68

---

No. 2
# C20H32BCl2INO7S

A gas-phase ion, C20H32BCl2INO7S (charge -1) in a non-equilibrium geometry (wB97M-V/def2-TZVPD, OMol25).

- frontier orbital gap (Ha) = 0.2646
- 2S+1 = 1
- E_HOMO (Ha) = -0.184
- E_LUMO (eV) = 2.193
- net charge = -1

CARTESIAN COORDINATES (ANGSTROEM)
C  4.56  -0.79  2.13
C  4.93  -0.71  0.52
O  5.72  0.48  0.14
C  4.89  1.51  -0.50
C  5.12  2.93  0.30
O  4.58  4.12  -0.37
C  3.16  3.98  -0.71
C  2.15  3.72  0.55
O  0.84  3.32  -0.04
C  0.02  2.60  0.96
B  0.06  0.96  0.66
N  1.40  0.58  1.24
C  1.33  0.29  2.58
S  1.06  0.28  4.28
O  -0.11  0.94  -0.84
C  -1.10  -0.12  -1.26
I  -0.08  -0.94  -3.01
C  -2.36  0.64  -2.05
C  -2.99  1.90  -0.96
C  -3.99  3.08  -1.75
O  -2.46  3.34  -1.21
C  -1.39  -0.97  0.10
C  -2.91  -1.62  0.03
C  -3.03  -2.87  -1.08
C  -4.56  -3.10  -1.63
C  -4.43  -4.26  -2.83
O  -3.61  -5.43  -2.37
C  -0.36  -2.08  0.71
Cl  1.09  -2.88  -0.18
C  -0.46  -2.57  2.15
C  -1.57  -2.08  3.24
Cl  0.75  -3.87  2.81
O  -1.17  0.17  1.04
H  4.24  0.29  2.53
H  3.61  -1.50  2.25
H  5.41  -1.25  2.80
H  5.62  -1.66  0.31
H  3.96  -0.87  -0.11
H  3.75  1.25  -0.58
H  5.28  1.64  -1.60
H  6.30  3.08  0.35
H  4.75  2.91  1.43
H  2.95  3.19  -1.58
H  2.83  5.03  -1.18
H  1.95  4.77  1.07
H  2.54  2.96  1.35
H  -1.11  2.92  0.98
H  0.46  2.88  2.02
H  -3.26  -0.08  -2.27
H  -2.01  1.23  -2.99
H  -3.32  1.55  0.21
H  -4.79  3.61  -1.07
H  -4.02  3.04  -2.94
H  -3.76  -0.79  -0.14
H  -3.24  -2.14  1.05
H  -2.24  -2.81  -1.94
H  -2.76  -3.85  -0.46
H  -5.20  -3.59  -0.78
H  -5.03  -2.14  -2.10
H  -5.47  -4.71  -3.13
H  -3.83  -3.81  -3.75
H  -3.07  -5.79  -3.15
H  -1.75  -0.93  3.32
H  -1.24  -2.42  4.33
H  -2.64  -2.59  3.10

---

No. 3
# C20H32BF10O9S2

3 unconnected molecules or ions with the total composition C20H32BF10O9S2 (wB97M-V/def2-TZVPD, OMol25).

- energy above the lowest of the compared OMol25 structures with the same formula, charge and spin (eV) = 0.0000
- frontier orbital gap (Ha) = 0.2614
- 2S+1 = 1
- E_HOMO (Ha) = -0.185
- E_LUMO (eV) = 2.067
- net charge = -1

CARTESIAN COORDINATES (ANGSTROEM)
C  1.65  -1.53  5.43
C  0.61  -1.76  4.35
O  1.30  -2.15  3.16
C  0.59  -2.88  2.21
S  0.70  -4.66  2.83
O  1.78  -5.38  2.21
O  0.54  -4.72  4.26
C  -0.84  -5.50  2.19
F  -1.02  -5.33  0.89
F  -0.64  -6.81  2.41
F  -1.92  -5.14  2.85
O  -0.72  -2.60  2.09
B  -1.01  -2.12  0.65
C  -1.00  -0.48  0.53
C  -1.36  0.29  1.81
C  -2.43  -2.75  0.12
S  -3.65  -2.86  1.45
C  -5.17  -3.15  0.51
C  -5.50  -4.62  0.24
O  0.15  -2.72  -0.08
C  1.21  -2.59  0.80
C  2.45  -3.31  0.29
C  3.04  -2.55  -0.88
F  4.41  -2.83  -1.00
H  2.40  -0.81  5.09
H  2.14  -2.47  5.70
H  1.17  -1.11  6.31
H  -0.10  -2.53  4.66
H  0.04  -0.85  4.15
H  -1.69  -0.17  -0.26
H  -0.01  -0.13  0.20
H  -0.55  0.23  2.54
H  -2.27  -0.10  2.28
H  -1.52  1.36  1.61
H  -2.87  -2.08  -0.63
H  -2.29  -3.73  -0.34
H  -5.97  -2.68  1.08
H  -5.07  -2.60  -0.44
H  -6.58  -4.78  0.17
H  -5.11  -5.24  1.06
H  -5.04  -4.97  -0.68
H  1.49  -1.53  0.93
H  3.20  -3.40  1.08
H  2.18  -4.33  -0.02
H  2.58  -2.83  -1.83
H  2.94  -1.47  -0.75
C  1.75  6.03  1.99
C  0.56  5.16  2.36
O  -0.25  4.88  1.20
C  0.18  3.89  0.42
O  1.17  3.24  0.56
C  -0.83  3.64  -0.72
F  -1.19  4.79  -1.32
F  -1.93  3.07  -0.23
F  -0.30  2.84  -1.64
H  1.41  6.95  1.52
H  2.30  6.29  2.90
H  2.42  5.51  1.32
H  -0.11  5.66  3.04
H  0.88  4.22  2.80
C  0.20  3.71  -4.55
C  0.14  3.99  -6.03
O  1.32  4.71  -6.48
C  2.38  3.97  -6.76
O  2.49  2.78  -6.70
C  3.53  4.88  -7.24
F  3.67  5.97  -6.47
F  3.28  5.30  -8.50
F  4.68  4.22  -7.25
H  0.35  4.63  -3.99
H  -0.73  3.25  -4.22
H  1.02  3.02  -4.31
H  -0.68  4.66  -6.27
H  0.04  3.08  -6.62

---

No. 4
# C20H32Cl4CuMgO20S2

A molecular structure, C20H32Cl4CuMgO20S2 in a non-equilibrium geometry (wB97M-V/def2-TZVPD, OMol25).

- frontier orbital gap (spin up / spin down) (Ha) = 0.3250 / 0.2146
- 2S+1 = 2
- E_HOMO (spin up / spin down) (Ha) = -0.351 / -0.351
- E_LUMO (spin up / spin down) (eV) = -0.719 / -3.724
- net charge = 0
- ⟨S²⟩ = 0.7613

CARTESIAN COORDINATES (ANGSTROEM)
Mg  -0.92  -0.43  -2.61
Cu  1.27  -2.79  1.45
S  -0.15  -0.26  -4.96
O  -1.40  -0.82  -4.42
O  0.53  0.03  -3.69
O  0.44  -1.25  -5.88
O  -0.40  0.89  -5.84
S  0.20  -1.69  -0.78
O  -0.41  -0.34  -0.80
O  -0.13  -2.07  -2.15
O  1.60  -1.73  -0.37
O  -0.45  -2.55  0.22
C  7.00  0.41  1.17
C  6.50  -0.59  2.21
C  5.60  -0.10  3.35
O  4.47  -0.99  3.33
C  4.42  -1.58  2.14
O  3.55  -2.33  1.77
O  5.59  -1.53  1.54
H  7.79  1.01  1.63
H  6.26  1.16  0.93
H  7.38  -0.04  0.26
H  7.28  -1.29  2.52
H  5.26  0.92  3.11
H  6.06  -0.11  4.33
C  -3.64  -3.03  1.93
C  -4.29  -1.77  2.46
C  -3.19  -0.67  2.76
O  -3.62  0.34  1.89
C  -4.66  0.06  1.14
O  -5.15  0.82  0.36
O  -5.07  -1.20  1.43
H  -2.79  -2.78  1.30
H  -4.27  -3.73  1.38
H  -3.46  -3.65  2.82
H  -4.85  -1.84  3.39
H  -2.18  -1.00  2.51
H  -3.19  -0.53  3.84
C  -5.40  3.70  -2.05
C  -3.92  3.87  -2.37
C  -3.02  4.32  -1.23
O  -1.90  3.43  -1.29
C  -2.14  2.46  -2.18
O  -1.48  1.47  -2.35
O  -3.34  2.62  -2.72
H  -5.47  2.92  -1.28
H  -5.87  3.13  -2.86
H  -5.92  4.63  -1.85
H  -3.75  4.48  -3.26
H  -3.50  4.16  -0.27
H  -2.73  5.35  -1.43
C  -1.26  3.09  1.90
C  0.01  2.34  2.24
C  0.75  1.68  1.08
O  2.11  2.04  1.44
C  2.12  3.17  2.16
O  3.08  3.85  2.31
O  0.93  3.31  2.76
H  -2.10  2.42  1.69
H  -1.20  3.78  1.06
H  -1.59  3.66  2.77
H  -0.17  1.51  2.93
H  0.58  2.11  0.09
H  0.80  0.60  1.12
Cl  4.62  1.93  -0.90
C  3.54  0.49  -1.16
C  3.95  -0.25  -2.39
Cl  5.60  -0.92  -2.30
H  2.50  0.80  -1.17
H  3.79  -0.14  -0.30
H  3.84  0.34  -3.29
H  3.30  -1.13  -2.48
Cl  -2.27  -7.02  0.07
C  -1.98  -5.36  -0.54
C  -1.32  -5.41  -1.89
Cl  -2.52  -6.02  -3.10
H  -1.27  -5.00  0.20
H  -2.93  -4.85  -0.58
H  -0.48  -6.09  -1.96
H  -1.03  -4.43  -2.28

---

No. 5
# C20H32ClO4PS2

3 unconnected molecules or ions with the total composition C20H32ClO4PS2 in a non-equilibrium geometry (wB97M-V/def2-TZVPD, OMol25).

- energy above the lowest of the compared OMol25 structures with the same formula, charge and spin (eV) = 0.0000
- structure (SMILES) = C=CP(CCCCl)Cc1ccccc1.O=S1(=O)CCCC1.O=S1(=O)CCCC1
- frontier orbital gap (Ha) = 0.2326
- 2S+1 = 1
- E_HOMO (Ha) = -0.267
- E_LUMO (eV) = -0.930
- net charge = 0

CARTESIAN COORDINATES (ANGSTROEM)
C  3.21  4.59  -2.04
C  2.91  3.27  -2.54
P  1.44  2.49  -1.71
C  -0.13  2.90  -2.72
C  -0.92  3.96  -1.83
C  -1.66  3.25  -0.65
Cl  -3.06  2.25  -1.25
C  1.66  0.59  -1.64
C  1.77  0.26  -0.10
C  3.09  0.26  0.51
C  3.21  0.00  1.94
C  1.96  -0.24  2.69
C  0.64  -0.27  2.06
C  0.54  -0.01  0.63
H  3.84  4.66  -1.12
H  2.77  5.48  -2.56
H  3.52  2.76  -3.32
H  -0.70  1.93  -2.82
H  0.12  3.34  -3.72
H  -0.11  4.60  -1.35
H  -1.56  4.65  -2.43
H  -2.06  4.05  0.02
H  -0.96  2.64  -0.01
H  0.71  0.17  -2.07
H  2.58  0.26  -2.20
H  3.97  0.48  -0.15
H  4.21  -0.01  2.41
H  2.03  -0.42  3.79
H  -0.30  -0.48  2.61
H  -0.41  0.01  0.05
C  6.10  -5.43  2.01
C  5.40  -5.49  0.65
C  4.49  -4.26  0.55
S  5.24  -2.99  1.57
O  4.35  -2.72  2.68
O  5.76  -1.95  0.73
C  6.59  -4.00  2.16
H  6.92  -6.15  2.08
H  5.38  -5.66  2.80
H  6.15  -5.45  -0.15
H  4.83  -6.41  0.52
H  4.42  -3.89  -0.48
H  3.49  -4.47  0.94
H  6.83  -3.73  3.19
H  7.45  -3.81  1.52
C  -6.97  -0.16  -0.83
C  -6.49  1.02  0.01
C  -7.70  1.92  0.28
S  -9.13  0.85  0.26
O  -9.96  1.21  -0.86
O  -9.66  0.73  1.60
C  -8.25  -0.65  -0.15
H  -6.22  -0.95  -0.89
H  -7.19  0.17  -1.85
H  -6.08  0.66  0.95
H  -5.69  1.58  -0.50
H  -7.63  2.41  1.25
H  -7.83  2.67  -0.50
H  -8.86  -1.28  -0.79
H  -8.03  -1.17  0.78

---

No. 6
# C20H32F3NO26S4

8 unconnected molecules or ions with the total composition C20H32F3NO26S4 in a non-equilibrium geometry (wB97M-V/def2-TZVPD, OMol25).

- energy above the lowest of the compared OMol25 structures with the same formula, charge and spin (eV) = 0.0788
- structure (SMILES) = O=C1OC[C@@H](F)O1.O=C1OC[C@@H](F)O1.O=C1OC[C@@H](F)O1.O=S1(=O)OCCO1.O=S1(=O)OCCO1.O=S1(=O)OCCO1.O=S1(=O)OCCO1.CNC(C)=O
- frontier orbital gap (Ha) = 0.3569
- 2S+1 = 1
- E_HOMO (Ha) = -0.373
- E_LUMO (eV) = -0.452
- net charge = 0

CARTESIAN COORDINATES (ANGSTROEM)
C  14.02  14.47  -22.62
C  14.41  14.95  -23.98
O  14.25  16.13  -24.29
N  15.04  14.11  -24.84
C  15.45  12.75  -24.59
H  14.72  13.71  -22.27
H  13.08  13.92  -22.71
H  14.00  15.23  -21.85
H  15.26  14.54  -25.72
H  14.74  12.24  -23.93
H  16.42  12.65  -24.07
H  15.47  12.18  -25.51
C  15.89  10.55  -20.48
C  14.76  9.72  -19.83
O  14.05  10.69  -19.12
C  14.24  11.90  -19.74
O  13.65  12.89  -19.44
O  15.20  11.79  -20.66
F  15.29  8.78  -19.00
H  16.25  10.11  -21.40
H  16.67  10.63  -19.72
H  14.17  9.25  -20.62
C  7.57  12.81  -18.79
C  8.15  12.23  -17.52
O  7.45  11.00  -17.45
C  6.28  11.11  -18.11
O  5.38  10.35  -18.10
O  6.26  12.28  -18.82
F  7.91  12.97  -16.40
H  8.12  12.36  -19.62
H  7.75  13.89  -18.78
H  9.22  12.04  -17.63
C  11.99  15.70  -18.93
C  11.14  14.90  -19.89
O  10.80  15.91  -20.83
C  10.86  17.13  -20.23
O  10.43  18.13  -20.67
O  11.38  16.98  -19.00
F  9.96  14.45  -19.33
H  13.02  15.66  -19.31
H  12.03  15.37  -17.90
H  11.61  14.07  -20.40
C  10.94  17.51  -25.69
C  10.48  16.79  -24.44
O  10.18  17.87  -23.56
S  11.42  18.92  -23.66
O  12.54  18.45  -22.91
O  10.98  20.26  -23.48
O  11.62  18.69  -25.27
H  10.05  17.88  -26.21
H  11.47  16.88  -26.41
H  11.27  16.18  -23.98
H  9.57  16.22  -24.57
C  6.83  21.02  -20.24
C  8.26  20.41  -20.34
O  9.14  21.37  -19.76
S  8.34  22.40  -18.84
O  8.96  23.66  -18.95
O  8.06  21.83  -17.57
O  6.99  22.33  -19.75
H  6.22  20.42  -19.56
H  6.36  21.01  -21.22
H  8.60  20.21  -21.36
H  8.35  19.45  -19.84
C  9.27  11.61  -23.24
C  9.90  12.94  -22.75
O  10.91  12.57  -21.83
S  10.78  11.07  -21.24
O  10.31  11.11  -19.91
O  11.94  10.33  -21.61
O  9.57  10.69  -22.22
H  9.77  11.32  -24.17
H  8.23  11.81  -23.46
H  9.18  13.64  -22.32
H  10.41  13.46  -23.56
C  15.06  19.93  -18.48
C  13.88  19.38  -19.34
O  12.77  19.57  -18.45
S  13.23  19.21  -16.97
O  13.47  17.81  -16.89
O  12.42  19.85  -16.00
O  14.65  20.01  -17.13
H  15.43  20.88  -18.89
H  15.94  19.28  -18.53
H  14.01  18.33  -19.57
H  13.62  20.03  -20.17

---

No. 7
# C20H32GaN6S

A molecular structure, C20H32GaN6S in a non-equilibrium geometry (wB97M-V/def2-TZVPD, OMol25).

- frontier orbital gap (Ha) = 0.2598
- 2S+1 = 1
- E_HOMO (Ha) = -0.593
- E_LUMO (eV) = -9.075
- net charge = +3

CARTESIAN COORDINATES (ANGSTROEM)
Ga  0.32  1.42  -0.64
C  -0.25  -0.64  -2.85
C  -1.61  0.01  -2.62
N  -1.48  1.24  -1.77
C  -2.67  1.66  -1.01
C  -2.25  2.36  0.29
N  -0.94  3.04  0.10
C  -0.41  3.71  1.33
C  0.96  3.19  1.75
C  2.11  3.48  0.79
N  1.82  2.94  -0.57
C  2.98  2.63  -1.45
C  2.67  1.39  -2.29
N  1.23  1.39  -2.64
C  0.81  0.22  -3.50
H  -0.41  -1.52  -3.48
H  0.13  -1.02  -1.89
H  -2.25  -0.70  -2.10
H  -2.10  0.27  -3.56
H  -1.27  2.00  -2.42
H  -3.28  0.80  -0.76
H  -3.29  2.32  -1.62
H  -2.11  1.63  1.09
H  -3.02  3.06  0.60
H  -1.09  3.77  -0.61
H  -1.10  3.54  2.15
H  -0.37  4.79  1.17
H  0.89  2.10  1.90
H  1.21  3.61  2.72
H  3.01  3.00  1.18
H  2.31  4.55  0.73
H  1.28  3.66  -1.04
H  3.86  2.44  -0.84
H  3.19  3.49  -2.08
H  2.87  0.49  -1.71
H  3.31  1.38  -3.17
H  1.05  2.24  -3.17
H  1.69  -0.40  -3.69
H  0.47  0.60  -4.47
S  1.20  -4.19  2.44
C  0.87  -2.67  1.74
C  1.94  -1.76  1.60
C  1.76  -0.55  1.01
N  0.54  -0.15  0.56
C  -0.51  -1.00  0.70
C  -0.40  -2.23  1.27
C  -0.42  -4.96  2.51
C  -0.75  -5.94  1.59
C  -2.00  -6.55  1.74
N  -2.83  -6.24  2.72
C  -2.49  -5.32  3.61
C  -1.28  -4.64  3.55
H  2.92  -2.03  1.98
H  2.58  0.15  0.89
H  -1.47  -0.63  0.36
H  -1.27  -2.86  1.35
H  -0.08  -6.23  0.79
H  -2.32  -7.32  1.05
H  -3.20  -5.12  4.40
H  -1.02  -3.91  4.31